The following is a quantum chemistry calculation of a molecular structure, C22H24N4O5S2 in a non-equilibrium geometry, from the Open Molecules 2025 dataset.

Values from the calculation:
Highest occupied orbital energy ... -0.3318 Ha
Relative energy (zero: lowest compared OMol25 entry of this formula, charge and spin) ... 0.0 kJ/mol
E_tot ... -61071.81871 eV
2S+1 ... 1

Geometry (Å):
O1 -1.07 0.80 1.99
C1 -0.54 -0.09 1.34
N1 -1.25 -0.90 0.52
C2 -0.69 -1.77 -0.49
H1 0.32 -2.08 -0.23
C3 -0.69 -1.05 -1.84
H2 -0.33 -1.72 -2.62
H3 -0.03 -0.18 -1.80
C4 -2.10 -0.58 -2.20
C5 -2.74 0.21 -1.05
C6 -2.63 -0.57 0.26
H4 -3.01 0.02 1.09
H5 -3.20 -1.51 0.18
H6 -2.22 1.16 -0.94
H7 -3.79 0.42 -1.28
O2 -2.89 -1.70 -2.54
C7 -3.82 -1.30 -3.52
H8 -4.81 -1.15 -3.08
C8 -3.24 0.02 -4.09
H9 -3.01 -0.04 -5.15
O3 -2.03 0.20 -3.38
H10 -3.92 0.86 -3.91
H11 -3.87 -2.09 -4.28
H12 -1.33 -2.66 -0.56
C9 0.95 -0.37 1.51
N2 1.57 0.74 2.19
S1 2.14 1.97 1.22
O4 2.92 2.81 2.07
O5 2.76 1.35 0.09
C10 0.70 2.92 0.74
C11 0.18 3.78 1.66
C12 -0.93 4.59 1.37
C13 -1.52 4.58 0.13
C14 -0.99 3.72 -0.84
N3 -1.40 3.58 -2.11
S2 -0.49 2.47 -2.82
N4 0.46 2.10 -1.58
C15 0.12 2.85 -0.54
H13 -2.36 5.21 -0.11
H14 -1.31 5.25 2.14
H15 0.65 3.84 2.62
H16 0.99 1.10 2.94
H17 1.45 -0.42 0.54
C16 1.19 -1.67 2.31
C17 2.55 -2.23 2.03
C18 2.70 -3.42 1.33
C19 3.96 -3.91 1.04
C20 5.09 -3.22 1.45
C21 4.95 -2.03 2.15
C22 3.69 -1.54 2.44
H18 3.58 -0.61 2.97
H19 5.82 -1.48 2.47
H20 6.07 -3.60 1.23
H21 4.07 -4.84 0.50
H22 1.83 -3.96 1.00
H23 1.09 -1.43 3.37
H24 0.42 -2.41 2.06